No. 1
Here is a gas-phase ion, C4H10N3O4S2 (charge -1) from the OMol25 dataset. Energies are from the ωB97M-V functional and the def2-TZVPD basis.

XYZ file:
```
23
C4H10N3O4S2, DFT the ωB97M-V functional and the def2-TZVPD basis
N -2.64 -2.00 1.34
S -3.03 -1.09 0.14
O -4.44 -0.72 0.10
O -2.36 -1.48 -1.07
S -2.32 1.17 0.02
O -2.77 1.76 1.23
O -2.70 1.69 -1.31
N -0.62 1.43 -0.06
C 0.12 0.84 1.08
C 0.64 -0.54 0.80
N 1.26 -0.68 -0.49
C 0.38 -0.16 -1.56
C 0.02 1.31 -1.34
H -3.37 -1.94 2.06
H -0.63 0.96 1.81
H 1.01 1.53 1.48
H 1.29 -1.10 1.39
H -0.21 -1.21 0.70
H 2.11 -0.18 -0.50
H -0.51 -0.80 -1.69
H 0.86 -0.27 -2.49
H 0.97 1.85 -1.21
H -0.68 1.67 -2.14
```

## Properties
Net charge: -1
HOMO energy: -4.949 eV
Kohn-Sham gap: 8.44 eV
Maximum force: 3.02 eV Å⁻¹
ΔE to the lowest compared entry with this formula, charge and spin: 2.86 kcal per mole
E_LUMO: 0.1284 Ha
SMILES string: N=[S@](=O)([O-])S(=O)(=O)N1CCNCC1

Atom charges from the natural (NBO) analysis, given in e for atoms 1 to 2:
1. N -1.148
2. S 2.096

---

No. 2
Here is a gas-phase ion, C4H10N3S (charge +1) from the OMol25 dataset. Energies are from the ωB97M-V functional and the def2-TZVPD basis.

XYZ file:
```
18
C4H10N3S, DFT the ωB97M-V functional and the def2-TZVPD basis
H 2.76 2.14 -2.45
N 2.53 1.27 -1.85
C 1.41 0.97 -1.45
C 1.22 -0.10 -0.37
C -0.23 -0.10 0.02
C -0.72 -1.33 0.79
N -0.70 1.05 0.68
N -1.05 0.15 -1.50
S -0.16 1.53 -2.08
H 1.63 -1.06 -0.61
H 1.90 0.32 0.40
H -1.83 -1.09 0.91
H -0.19 -1.23 1.71
H -0.53 -2.25 0.28
H -1.81 1.08 0.77
H -0.56 1.92 0.01
H -0.32 1.13 1.62
H -0.83 -0.66 -2.09
```

## Properties
Net charge: +1
HOMO energy: -13.190 eV
Kohn-Sham gap: 9.59 eV
Maximum force: 5.23 eV Å⁻¹
ΔE to the lowest compared entry with this formula, charge and spin: 49.57 kcal per mole
E_LUMO: -0.1322 Ha
SMILES string: [H]/N=C1/C[C@@](C)([NH3+])NS1

Atom charges from the natural (NBO) analysis, given in e for atoms 1 to 2:
1. H 0.396
2. N -0.584

---

No. 3
Here is a molecular structure, C4H10N4 from the OMol25 dataset. Energies are from the ωB97M-V functional and the def2-TZVPD basis.

XYZ file:
```
18
C4H10N4, DFT the ωB97M-V functional and the def2-TZVPD basis
C -0.68 -0.44 0.26
C -0.71 1.39 0.54
C 1.77 -0.08 -1.02
N -0.01 2.06 -0.37
N -1.10 -0.83 -0.97
N -1.25 -1.12 1.29
C 1.30 -0.56 0.40
N 1.67 -0.98 1.42
H 0.88 2.39 0.00
H -1.67 -2.03 1.11
H -1.99 -1.31 -1.06
H -0.87 -0.21 -1.73
H -0.80 -1.03 2.18
H -0.43 1.42 1.60
H -1.79 1.42 0.39
H 1.16 0.65 -1.54
H 1.72 -1.01 -1.58
H 2.80 0.27 -0.91
```

## Properties
Net charge: 0
HOMO energy (alpha / beta): -7.439 / -7.441 eV
Kohn-Sham gap (alpha / beta): 7.06 / 7.06 eV
Maximum force: 2.77 eV Å⁻¹
ΔE to the lowest compared entry with this formula, charge and spin: 99.97 kcal per mole
E_LUMO (alpha / beta): -0.0140 / -0.0140 Ha

Atom charges from the natural (NBO) analysis, given in e for atoms 1 to 2:
1. C 0.405
2. C -0.160

---

No. 4
Here is a single C4H10N4 molecule from the OMol25 dataset. Energies are from the ωB97M-V functional and the def2-TZVPD basis.

XYZ file:
```
18
C4H10N4, DFT the ωB97M-V functional and the def2-TZVPD basis
C -2.31 0.49 0.85
N -1.59 0.69 -0.39
N -1.37 -0.59 -1.04
C -0.33 -1.25 -0.59
C 0.40 -0.85 0.75
C 1.85 -0.72 0.33
N 2.37 0.36 -0.08
N 1.55 1.49 -0.14
H -1.71 -0.06 1.57
H -2.55 1.48 1.31
H -3.18 -0.15 0.84
H -2.31 1.01 -1.07
H 0.13 -2.14 -1.21
H 0.35 -1.67 1.43
H -0.10 -0.05 1.27
H 2.61 -1.52 0.55
H 0.49 1.26 -0.23
H 1.85 2.17 -0.93
```

## Properties
Net charge: 0
HOMO energy: -8.805 eV
Kohn-Sham gap: 9.67 eV
Maximum force: 3.70 eV Å⁻¹
ΔE to the lowest compared entry with this formula, charge and spin: 91.41 kcal per mole
E_LUMO: 0.0317 Ha
SMILES string: CN/N=C\C/C=N\N

Atom charges from the natural (NBO) analysis, given in e for atoms 1 to 2:
1. C -0.438
2. N -0.495

---

No. 5
Here is a molecular structure, C4H10N4 from the OMol25 dataset. Energies are from the ωB97M-V functional and the def2-TZVPD basis.

XYZ file:
```
18
C4H10N4, DFT the ωB97M-V functional and the def2-TZVPD basis
C -2.69 0.94 0.28
C -2.17 -0.57 -0.32
C 0.03 -1.43 0.24
C 2.19 -0.31 -0.02
H -3.98 1.34 -0.17
H -1.89 1.77 -0.09
H -2.96 0.77 1.64
H -2.84 -0.46 -1.39
H -2.69 -1.55 0.04
H -0.55 -2.07 0.96
H 3.26 -0.37 -0.24
H 2.59 1.86 0.23
H 0.10 0.96 -0.35
H 0.63 2.55 -0.32
N -0.66 -0.63 -0.37
N 1.40 -1.36 0.18
N 1.93 0.97 -0.20
N 0.79 1.51 0.18
```

## Properties
Net charge: 0
HOMO energy: -8.170 eV
Kohn-Sham gap: 8.74 eV
Maximum force: 8.34 eV Å⁻¹
ΔE to the lowest compared entry with this formula, charge and spin: 182.12 kcal per mole
E_LUMO: 0.0208 Ha

Atom charges from the natural (NBO) analysis, given in e for atoms 1 to 2:
1. C -0.651
2. C -0.268

---

No. 6
Here is a molecular structure, C4H10N4 from the OMol25 dataset. Energies are from the ωB97M-V functional and the def2-TZVPD basis.

XYZ file:
```
18
C4H10N4, DFT the ωB97M-V functional and the def2-TZVPD basis
C -1.19 -1.68 0.49
C 0.63 0.11 -0.20
C -0.42 1.26 0.83
C -0.22 -0.83 -0.18
N 0.79 -1.69 -1.63
N 1.65 0.76 -0.83
N -0.36 2.51 0.26
N -0.93 0.97 1.94
H 2.59 0.44 -0.64
H 1.52 0.71 -1.85
H 1.53 -2.24 -1.20
H 0.10 -2.37 -1.96
H -0.52 3.31 0.86
H 0.32 2.70 -0.45
H -1.18 1.76 2.54
H -1.48 -1.22 1.43
H -2.08 -1.83 -0.13
H -0.75 -2.66 0.71
```

## Properties
Net charge: 0
HOMO energy: -7.935 eV
Kohn-Sham gap: 8.84 eV
Maximum force: 7.39 eV Å⁻¹
ΔE to the lowest compared entry with this formula, charge and spin: 111.46 kcal per mole
E_LUMO: 0.0333 Ha

Atom charges from the natural (NBO) analysis, given in e for atoms 1 to 2:
1. C -0.702
2. C 0.160

---

No. 7
Here is 2 unconnected molecules or ions with the total composition C4H10N4O2 from the OMol25 dataset. Energies are from the ωB97M-V functional and the def2-TZVPD basis.

XYZ file:
```
20
C4H10N4O2, DFT the ωB97M-V functional and the def2-TZVPD basis
N -1.56 0.25 2.72
C -1.16 0.19 1.43
N -1.77 0.73 0.38
C -1.03 0.42 -0.66
N 0.03 -0.33 -0.33
C 1.10 -0.88 -1.14
C 2.39 -0.06 -1.03
O 3.46 -0.93 -1.30
N -0.04 -0.45 1.02
H -1.73 -0.59 3.24
H -1.88 1.13 3.07
H -1.27 0.72 -1.68
H 0.73 -0.89 -2.16
H 1.29 -1.92 -0.84
H 2.34 0.78 -1.73
H 2.46 0.37 -0.02
H 4.26 -0.59 -0.88
H 0.65 -0.95 1.56
O -4.46 1.83 -0.96
H -3.81 1.17 -0.71
```

## Properties
Net charge: 0
HOMO energy: -4.514 eV
Kohn-Sham gap: 3.80 eV
Maximum force: 0.63 eV Å⁻¹
ΔE to the lowest compared entry with this formula, charge and spin: 130.58 kcal per mole
E_LUMO: -0.0263 Ha

Atom charges from the natural (NBO) analysis, given in e for atoms 1 to 2:
1. N -0.829
2. C 0.564

---

No. 8
Here is 2 unconnected molecules or ions with the total composition C4H10N4O3 from the OMol25 dataset. Energies are from the ωB97M-V functional and the def2-TZVPD basis.

XYZ file:
```
21
C4H10N4O3, DFT the ωB97M-V functional and the def2-TZVPD basis
H 1.33 -1.45 -2.66
N 0.96 -1.07 -1.78
C 1.26 -1.38 -0.66
O 2.07 -1.90 0.25
C 0.97 -1.07 0.82
N 1.14 0.19 1.24
C 0.83 1.19 0.22
C 2.02 0.61 2.27
N 0.00 -1.81 1.60
O -0.19 -2.98 1.28
O -0.63 -1.17 2.42
H -0.13 0.76 -0.27
H 0.64 2.09 0.89
H 1.51 1.29 -0.60
H 2.81 1.21 2.01
H 1.43 1.45 3.01
H 2.34 -0.19 2.89
N -1.58 -2.88 -1.64
H -1.69 -1.93 -1.37
H -1.08 -3.37 -0.99
H -1.12 -2.84 -2.52
```

## Properties
Net charge: 0
HOMO energy: -9.583 eV
Kohn-Sham gap: 9.18 eV
Maximum force: 5.08 eV Å⁻¹
ΔE to the lowest compared entry with this formula, charge and spin: 72.18 kcal per mole
E_LUMO: -0.0149 Ha
SMILES string: [H]/N=C1\O[C@]1(N(C)C)[N+](=O)[O-].N

Atom charges from the natural (NBO) analysis, given in e for atoms 1 to 2:
1. H 0.399
2. N -0.696

---

No. 9
Here is 2 unconnected molecules or ions with the total composition C4H10N4OS2 from the OMol25 dataset. Energies are from the ωB97M-V functional and the def2-TZVPD basis.

XYZ file:
```
21
C4H10N4OS2, DFT the ωB97M-V functional and the def2-TZVPD basis
C 1.92 -1.03 1.48
C -0.95 -2.06 0.88
C 0.29 2.67 -2.34
C 0.24 2.00 -1.05
N 0.78 -0.48 1.18
N -1.95 -2.25 -0.04
N -0.48 -2.94 1.71
N -0.31 -0.81 0.65
O -0.91 1.88 -0.53
S 3.05 -0.53 2.63
S 1.10 3.93 -1.12
H 2.14 -1.92 0.80
H 1.08 2.46 -3.02
H -0.64 3.13 -2.70
H 1.01 1.28 -0.94
H -2.52 -3.07 0.01
H -1.99 -1.55 -0.89
H -0.87 -3.83 1.46
H -0.05 -2.74 2.54
H -0.91 1.20 0.20
H -0.03 4.70 -0.89
```

## Properties
Net charge: +2
HOMO energy (alpha / beta): -15.969 / -15.977 eV
Kohn-Sham gap (alpha / beta): 6.01 / 6.02 eV
Maximum force: 4.41 eV Å⁻¹
ΔE to the lowest compared entry with this formula, charge and spin: 24.56 kcal per mole
E_LUMO (alpha / beta): -0.3660 / -0.3659 Ha

Atom charges from the natural (NBO) analysis, given in e for atoms 1 to 2:
1. C -0.265
2. C 0.630

---

No. 10
Here is a gas-phase ion, C4H10N5S (charge +1) from the OMol25 dataset. Energies are from the ωB97M-V functional and the def2-TZVPD basis.

XYZ file:
```
20
C4H10N5S, DFT the ωB97M-V functional and the def2-TZVPD basis
C 1.10 0.84 -0.89
C 0.13 1.45 -0.37
C 1.68 -0.49 -0.58
C -2.41 2.27 -0.14
N 1.04 -1.45 0.07
N -0.75 -0.10 0.94
N 2.86 -0.85 -1.22
N -0.56 -2.50 1.30
N -0.39 -1.33 0.41
S -0.75 2.65 0.22
H 1.55 1.33 -1.81
H -2.73 1.38 0.36
H -2.71 2.20 -1.16
H -3.12 3.02 0.29
H -0.18 0.18 1.69
H 3.67 -0.24 -1.15
H 3.09 -1.80 -1.02
H 0.33 -3.06 1.29
H -0.85 -2.15 2.15
H -1.01 -1.37 -0.37
```

## Properties
Net charge: +1
HOMO energy (alpha / beta): -12.758 / -12.757 eV
Kohn-Sham gap (alpha / beta): 8.36 / 8.36 eV
Maximum force: 4.86 eV Å⁻¹
ΔE to the lowest compared entry with this formula, charge and spin: 17.80 kcal per mole
E_LUMO (alpha / beta): -0.1615 / -0.1615 Ha

Atom charges from the natural (NBO) analysis, given in e for atoms 1 to 2:
1. C -0.365
2. C 0.052

---

No. 11
Here is 2 unconnected molecules or ions with the total composition C4H10N5Si from the OMol25 dataset. Energies are from the ωB97M-V functional and the def2-TZVPD basis.

XYZ file:
```
20
C4H10N5Si, DFT the ωB97M-V functional and the def2-TZVPD basis
C 2.13 0.40 -0.09
C -1.49 -1.15 -1.38
C -1.83 1.58 0.22
C -0.45 -0.74 1.59
N 3.26 1.08 -0.47
N 2.48 -0.70 0.54
N 4.21 0.36 0.03
N 3.75 -0.75 0.56
N 0.86 0.78 -0.34
Si -0.70 0.11 -0.22
H -2.33 -1.82 -0.95
H -1.98 -0.66 -2.21
H -0.90 -1.95 -1.94
H -2.90 1.17 0.20
H -1.77 1.82 1.38
H -1.90 2.59 -0.36
H 0.19 -1.56 1.26
H 0.08 -0.03 2.27
H -1.39 -0.98 2.08
H 0.68 0.44 -2.16
```

## Properties
Net charge: -1
HOMO energy (alpha / beta): -4.264 / -4.410 eV
Kohn-Sham gap (alpha / beta): 7.07 / 7.08 eV
Maximum force: 3.67 eV Å⁻¹
ΔE to the lowest compared entry with this formula, charge and spin: 87.38 kcal per mole
E_LUMO (alpha / beta): 0.1032 / 0.0983 Ha

Atom charges from the natural (NBO) analysis, given in e for atoms 1 to 2:
1. C 0.291
2. C -1.163

---

No. 12
Here is a gas-phase ion, C4H10NO (charge -1) from the OMol25 dataset. Energies are from the ωB97M-V functional and the def2-TZVPD basis.

XYZ file:
```
16
C4H10NO, DFT the ωB97M-V functional and the def2-TZVPD basis
C 0.43 -0.01 -1.55
C -0.68 -0.34 -0.52
C -0.15 -1.49 0.36
N -0.80 0.87 0.32
C 0.38 1.33 1.14
O 0.14 1.29 2.45
H 1.42 -0.32 -1.21
H 0.32 -0.39 -2.58
H 0.44 1.06 -1.74
H -1.59 -0.53 -1.08
H 0.74 -1.16 0.88
H -0.87 -1.59 1.18
H -0.04 -2.43 -0.18
H -1.56 0.67 0.95
H 1.23 0.66 0.88
H 0.58 2.36 0.74
```

## Properties
Net charge: -1
HOMO energy: -2.207 eV
Kohn-Sham gap: 6.34 eV
Maximum force: 3.02 eV Å⁻¹
ΔE to the lowest compared entry with this formula, charge and spin: 16.45 kcal per mole
E_LUMO: 0.1520 Ha
SMILES string: CC(C)NC[O-]

Atom charges from the natural (NBO) analysis, given in e for atoms 1 to 2:
1. C -0.626
2. C -0.048